Entry from the Open Molecules 2025 dataset: a 2-piece molecular cluster, C14H14N6O4 overall at a distorted geometry (ωB97M-V with the def2-TZVPD basis set).

Charge   0

```
38
Properties=species:S:1:pos:R:3:forces:R:3:mulliken_charge:R:1
C 1.2648 -2.4786 -0.4476 0.4429 -0.3723 -0.4916 -0.77
C 1.2693 -1.0764 0.0959 -0.2618 0.6641 0.6035 -0.71
N -0.0244 -0.3947 -0.0469 -0.1928 -0.2781 0.1292 -0.13
C -1.0757 -1.1346 -0.1209 -0.2402 -0.1410 0.1036 0.47
C -2.5396 -0.6726 -0.2005 0.6108 -0.0748 -0.0310 -0.56
C -3.3298 -1.9819 -0.0348 -0.7070 -0.2978 0.0855 -0.56
C -2.3318 -3.1349 0.0357 -0.1546 -0.0744 0.0582 -0.74
N -1.0673 -2.4873 -0.1057 -0.2509 0.2355 0.0282 0.10
C 0.0957 -3.2888 0.0294 0.2403 -0.3138 0.2273 -0.60
H 1.2139 -2.4344 -1.5395 0.1891 -0.0576 0.0382 0.32
H 2.1664 -2.9953 -0.1391 0.3634 0.0359 -0.2219 0.38
H 1.5058 -1.1010 1.1741 0.1318 0.1432 -0.3244 0.30
H 2.0214 -0.4745 -0.4283 -0.0529 -0.0547 0.2205 0.33
H -2.7405 0.0493 0.6068 0.0114 -0.2199 -0.3608 0.20
H -2.7404 -0.2077 -1.1811 0.1630 -0.0539 0.4514 0.33
H -3.9069 -1.9871 0.8929 -0.1671 0.2074 -0.3051 0.31
H -3.9891 -2.1705 -0.8861 -0.1258 0.3018 0.2945 0.28
H -2.3541 -3.6773 0.9947 -0.1345 0.1154 -0.1802 0.32
H -2.4677 -3.8755 -0.7627 -0.0336 0.0968 0.0950 0.35
H -0.0385 -4.1785 -0.5955 0.1198 0.0124 0.0663 0.34
H 0.1992 -3.6451 1.0697 0.0769 0.1746 -0.1755 0.32
N -0.4789 1.4613 -3.6810 0.4708 0.4088 1.2931 -0.58
C -0.0304 1.7534 -2.6485 -0.0384 -0.5310 -0.8618 -0.20
C 0.5308 2.0484 -1.3560 -0.4392 0.4584 0.8568 -0.46
C -0.2394 1.6922 -0.2035 -0.9516 0.4099 -0.9869 0.49
C 0.1545 2.3197 1.0011 -0.1968 0.2994 2.1036 -0.34
N -0.4657 2.3020 2.2473 1.6241 -0.1224 -1.0737 0.77
O -1.5289 1.8791 2.6724 0.8930 0.3891 -0.3760 -0.73
O 0.5035 2.8740 3.1514 -1.1872 -0.4927 -0.6705 -0.19
N 1.6429 3.2437 2.4950 -1.0289 -0.1903 -2.3392 -0.53
C 1.3911 2.9849 1.1800 1.8912 -0.1943 1.9398 0.94
C 2.2831 3.1159 0.0443 -0.9273 -0.7302 -0.9564 -0.57
N 3.6820 3.4663 0.0980 2.0651 0.7952 -0.6222 0.91
O 4.2615 3.7317 1.1694 -1.6852 -0.6150 -1.7116 -0.57
O 4.2770 3.4805 -1.0165 -0.9107 -0.0027 2.1618 -0.61
C 1.7806 2.7085 -1.2081 0.0602 -0.1890 0.8772 -0.16
H -1.3010 1.4409 -0.2644 0.5283 0.2160 -0.3194 1.00
H 2.4066 2.8449 -2.0914 -0.1956 0.0419 0.3744 0.55
```
Positions in Å, forces in eV/Å.


Entry from the Open Molecules 2025 dataset: C14H15BN7ORbS as an isolated structure (ωB97M-V with the def2-TZVPD basis set).

Charge   -2
ΔE to the lowest compared entry with this formula, charge and spin   0.0000 eV

```
40
Properties=species:S:1:pos:R:3:forces:R:3:mulliken_charge:R:1
Rb 0.7140 -0.1607 -1.0866 0.6087 -0.5238 0.1806 0.84
N 4.2847 3.3134 -1.2445 0.0141 -0.0413 -0.0816 -0.55
C 3.0809 2.7748 -1.7459 -0.0605 0.0428 -0.1007 0.27
S 3.2435 1.6936 -3.0968 -0.1791 -0.0018 0.3037 -0.58
N 2.0374 3.2244 -1.1172 0.0392 0.0447 0.0072 -0.85
N 0.8081 2.6312 -1.3800 0.0551 0.0413 -0.1620 0.46
C -0.1649 3.4538 -1.3398 -0.2408 -0.0395 0.1038 -0.76
C -1.6079 3.1674 -1.3922 0.1315 0.0771 -0.0229 0.82
C -2.4416 4.2678 -1.1664 0.0174 -0.0304 -0.0192 -0.39
C -3.8252 4.1916 -1.1239 0.0204 -0.1278 -0.0241 -0.67
C -4.4092 2.9326 -1.3178 0.1283 0.0354 -0.0105 -0.21
C -3.6303 1.8220 -1.5535 -0.0301 0.1010 -0.0258 -0.62
C -2.1953 1.8645 -1.6193 0.0523 -0.0999 -0.0791 0.03
O -1.5266 0.8130 -1.8606 -0.4536 0.3792 0.0032 -0.81
H 4.9838 3.3920 -1.9659 0.0025 -0.0131 0.0055 0.20
H 4.1177 4.1700 -0.7342 0.0003 0.0132 -0.0079 0.25
H 0.0853 4.5093 -1.1860 -0.0342 0.0799 0.0302 0.25
H -1.9636 5.2318 -1.0090 0.0097 -0.0013 0.0074 0.23
H -4.4280 5.0726 -0.9385 -0.0008 -0.0069 -0.0034 0.35
H -5.4898 2.8294 -1.2835 -0.0364 -0.0142 0.0015 0.32
H -4.0828 0.8486 -1.7095 -0.0008 0.0001 0.0095 0.34
B 2.0167 -3.3921 1.6609 -0.0055 0.0382 -0.0348 0.17
N 1.1609 -2.3889 2.5000 -0.0375 -0.0742 -0.0933 0.17
C 0.7111 -2.5602 3.7576 0.0846 0.1259 -0.0564 -0.32
C 0.0053 -1.4305 4.1271 -0.0789 -0.0115 -0.1083 -0.79
C 0.0615 -0.6174 2.9809 0.0655 -0.0086 0.0449 -0.20
N 0.7628 -1.1976 2.0132 -0.0257 -0.0615 0.0990 -0.31
N 1.1423 -4.0694 0.5534 -0.0580 0.0292 0.0891 0.28
C 0.5874 -5.2959 0.6089 0.1340 0.0914 -0.1403 -0.32
C -0.1028 -5.5186 -0.5676 -0.0873 0.1358 0.0349 -0.70
C 0.0706 -4.3187 -1.2802 0.0834 -0.0463 -0.0030 -0.25
N 0.8261 -3.4581 -0.6051 -0.0666 -0.1512 0.0772 -0.45
H 2.3671 -4.2781 2.4240 -0.0194 0.0359 -0.0282 -0.22
H 2.9476 -2.8127 1.1453 -0.1155 -0.0470 0.0400 -0.19
H 0.9333 -3.4649 4.3007 0.0286 0.0162 -0.0306 0.40
H -0.4779 -1.2304 5.0699 -0.0088 -0.0059 -0.0298 0.32
H -0.3684 0.3606 2.8182 0.0204 -0.0272 0.0112 0.40
H 0.7334 -5.9239 1.4728 0.0347 0.0228 -0.0053 0.40
H -0.6524 -6.3999 -0.8567 -0.0092 0.0307 0.0067 0.33
H -0.3146 -4.0463 -2.2521 0.0181 -0.0074 0.0115 0.39
```
Positions in Å, forces in eV/Å.


Entry from the Open Molecules 2025 dataset: a 2-piece molecular cluster, C14H15BrNO3P overall (ωB97M-V with the def2-TZVPD basis set).

Charge   0
ΔE to the lowest compared entry with this formula, charge and spin   3.4847 eV

```
35
Properties=species:S:1:pos:R:3:forces:R:3:mulliken_charge:R:1
O -4.7866 -1.6746 -3.2563 0.0396 0.0052 -0.0472 -0.57
P -3.4428 -1.1658 -3.5725 -0.1669 -0.0429 -0.0396 0.37
C -2.0662 -1.6301 -2.4900 -0.1145 -0.1515 0.3950 0.45
C -0.8009 -1.5603 -2.8887 0.0333 0.0594 -0.0497 -0.43
C 0.3011 -1.8846 -1.9232 -0.1800 0.0693 0.0285 -0.19
O 1.3353 -2.3771 -2.3023 0.2602 0.1846 -0.0530 -0.54
C 0.0022 -1.5911 -0.4993 0.1336 -0.0183 -0.0685 -0.17
C -1.2536 -1.6636 -0.0650 -0.2198 0.0545 -0.0990 0.59
C -1.7009 -1.3828 1.3337 -0.0015 -0.1052 0.0448 -1.21
C -2.1960 0.0720 1.4510 -0.0041 -0.0062 -0.0546 -0.58
C -1.0755 1.0066 1.8549 0.0696 0.1560 -0.3145 -0.16
Br -0.6830 0.9295 3.7546 -0.0298 -0.1086 0.1845 -0.14
C -2.3151 -2.0626 -1.0655 -0.0362 -0.1115 0.1526 0.20
O -3.2615 -2.7385 -0.7406 0.1721 0.3642 -0.1105 -0.50
H -2.9179 -1.4892 -4.8378 0.0513 0.0117 -0.0328 0.05
H -3.3151 0.2368 -3.5666 0.0066 0.0471 -0.0162 0.08
H -0.5155 -1.2808 -3.8987 0.0664 -0.1830 -0.0139 0.40
H 0.8329 -1.3622 0.1594 0.0423 -0.1509 -0.0310 0.49
H -2.4961 -2.0761 1.6069 0.0337 -0.0327 -0.0558 0.35
H -0.8618 -1.5353 2.0156 -0.0985 -0.0358 0.0684 0.51
H -3.0405 0.1361 2.1371 0.0750 0.0662 0.0402 0.38
H -2.5570 0.4226 0.4771 -0.0744 -0.0689 0.0341 0.34
H -0.1454 0.7521 1.3488 -0.0195 0.0352 -0.0117 -0.17
H -1.2944 2.0481 1.6340 -0.1127 -0.0134 0.0942 0.50
N 2.0516 1.5090 0.6756 -0.0002 -0.0267 0.0230 -0.34
C 2.1614 2.2682 1.7658 -0.0180 -0.0523 -0.0433 0.07
C 3.3750 2.7089 2.2708 -0.0012 0.0245 -0.0051 -0.77
C 4.5368 2.3468 1.6090 -0.0061 -0.0059 -0.0094 -0.09
C 4.4368 1.5599 0.4727 0.0081 0.0094 0.0088 -0.63
C 3.1763 1.1684 0.0488 -0.0043 -0.0022 -0.0104 -0.11
H 1.2317 2.5193 2.2662 0.0955 0.0453 -0.0042 0.34
H 3.4026 3.3188 3.1632 -0.0061 -0.0007 0.0008 0.35
H 5.5034 2.6702 1.9729 0.0009 -0.0005 0.0018 0.38
H 5.3158 1.2509 -0.0760 -0.0052 -0.0041 -0.0051 0.35
H 3.0627 0.5505 -0.8355 0.0109 -0.0112 -0.0010 0.40
```
Positions in Å, forces in eV/Å.


For each record above, in turn, the calculated energy values are -31867.014, -39409.305, -101723.936 eV.
For each record above, in turn, the calculated highest occupied orbital energy values are -8.3, -1.2, -10.0 eV.
For each record above, in turn, the calculated Kohn-Sham gap values are 6.900, 5.598, 8.612 eV.